C37H30N9O2Yb | ωB97M-V/def2-TZVPD

Atoms and positions in Å:
Yb (-18.69, -5.16, -5.14)
O (-16.84, -6.02, -3.95)
C (-16.06, -5.97, -2.97)
C (-15.00, -6.91, -2.72)
C (-14.23, -6.81, -1.60)
C (-14.33, -5.74, -0.71)
C (-15.41, -4.87, -0.88)
C (-16.25, -4.92, -1.98)
C (-17.32, -3.97, -2.11)
N (-18.42, -4.18, -2.82)
C (-19.39, -3.19, -2.41)
C (-20.83, -3.47, -2.83)
N (-20.98, -3.99, -4.16)
C (-22.14, -4.09, -4.67)
C (-22.51, -4.34, -6.00)
C (-23.81, -3.98, -6.39)
C (-24.16, -4.17, -7.70)
C (-23.28, -4.63, -8.66)
C (-22.05, -5.08, -8.33)
C (-21.56, -4.91, -6.97)
O (-20.36, -5.19, -6.65)
H (-14.94, -7.65, -3.45)
H (-13.46, -7.56, -1.32)
H (-13.70, -5.58, 0.19)
H (-15.70, -4.17, -0.04)
H (-17.26, -2.96, -1.68)
H (-19.15, -2.23, -2.89)
H (-19.49, -3.06, -1.31)
H (-21.39, -2.47, -2.66)
H (-21.22, -4.15, -2.13)
H (-22.97, -3.94, -3.98)
H (-24.35, -3.39, -5.67)
H (-25.17, -4.11, -8.02)
H (-23.66, -4.76, -9.64)
H (-21.32, -5.50, -9.00)
C (-21.42, -8.37, -2.84)
C (-21.22, -9.62, -3.53)
C (-20.18, -9.75, -4.40)
C (-19.37, -8.65, -4.68)
N (-19.71, -7.39, -4.23)
C (-20.62, -7.32, -3.28)
N (-18.23, -9.05, -5.24)
C (-17.26, -8.30, -5.66)
N (-17.37, -7.08, -6.37)
C (-16.15, -6.80, -6.80)
N (-15.77, -5.73, -7.56)
C (-16.39, -4.56, -7.77)
C (-15.98, -3.77, -8.89)
C (-16.32, -2.45, -8.97)
C (-17.12, -1.83, -7.91)
C (-17.53, -2.66, -6.90)
N (-17.22, -3.99, -6.84)
C (-15.18, -7.77, -6.41)
C (-13.81, -7.89, -6.66)
C (-13.14, -8.98, -6.15)
C (-13.81, -10.01, -5.46)
C (-15.19, -9.98, -5.27)
C (-15.86, -8.85, -5.79)
H (-22.28, -8.22, -2.21)
H (-21.92, -10.47, -3.33)
H (-20.07, -10.66, -4.98)
H (-20.71, -6.38, -2.79)
H (-15.37, -4.32, -9.60)
H (-15.90, -1.84, -9.77)
H (-17.37, -0.76, -7.96)
H (-18.29, -2.28, -6.18)
H (-13.34, -7.05, -7.15)
H (-12.08, -9.08, -6.33)
H (-13.23, -10.84, -5.07)
H (-15.63, -10.77, -4.67)
N (-13.80, -1.48, -3.82)
C (-12.43, -1.33, -3.98)
C (-12.09, -1.85, -5.23)
C (-13.34, -2.32, -5.72)
N (-14.36, -2.09, -4.90)
H (-14.39, -1.12, -3.05)
H (-11.77, -0.99, -3.21)
H (-11.16, -1.86, -5.76)
H (-13.49, -2.96, -6.61)

## Properties
Calculated total energy: -3229.9873 a.u.
2S+1: 2
Relative energy (zero: lowest compared OMol25 entry of this formula, charge and spin): 164.6 kJ/mol
Frontier orbital gap (alpha / beta): 6.7 / 6.7 eV
E_HOMO (alpha / beta): -7.46 / -7.46 eV

***

C37H31N5O6S4Tc | ωB97M-V/def2-TZVPD

Atoms and positions in Å:
Tc (-0.73, 0.73, 0.57)
C (-3.15, -1.74, 0.78)
C (-1.75, -1.49, 1.26)
N (-0.73, -1.58, 0.43)
N (0.41, -2.16, 0.69)
C (1.50, -1.55, 0.98)
S (1.48, 0.14, 1.42)
S (2.99, -2.45, 1.03)
C (2.82, -3.63, -0.39)
C (1.95, -4.82, -0.19)
C (2.48, -6.00, 0.33)
C (1.69, -7.14, 0.43)
C (0.37, -7.11, 0.01)
C (-0.16, -5.94, -0.50)
C (0.63, -4.81, -0.62)
C (-1.62, -1.39, 2.74)
C (-1.70, -2.44, 3.64)
C (-1.69, -2.18, 5.00)
C (-1.61, -0.87, 5.47)
C (-1.55, 0.19, 4.59)
C (-1.55, -0.05, 3.21)
O (-1.52, 0.92, 2.35)
H (-3.16, -2.05, -0.26)
H (-3.56, -2.54, 1.39)
H (-3.78, -0.86, 0.93)
H (2.46, -3.03, -1.22)
H (3.85, -3.93, -0.58)
H (3.51, -6.04, 0.64)
H (2.11, -8.05, 0.81)
H (-0.24, -7.99, 0.08)
H (-1.19, -5.91, -0.83)
H (0.22, -3.91, -1.05)
H (-1.75, -3.46, 3.28)
H (-1.76, -3.00, 5.70)
H (-1.59, -0.69, 6.53)
H (-1.48, 1.21, 4.92)
O (0.79, 2.33, 2.75)
S (0.01, 3.36, 2.13)
O (-1.07, 3.96, 2.86)
N (-0.54, 2.74, 0.69)
C (-1.44, 3.47, -0.02)
C (-1.56, 4.85, -0.02)
C (-2.45, 5.48, -0.88)
C (-3.24, 4.76, -1.75)
C (-3.20, 3.36, -1.75)
C (-3.99, 2.55, -2.59)
C (-3.89, 1.19, -2.48)
C (-3.02, 0.63, -1.54)
N (-2.27, 1.35, -0.72)
C (-2.32, 2.71, -0.84)
C (1.16, 4.65, 1.64)
C (2.18, 4.32, 0.76)
C (3.07, 5.29, 0.36)
C (2.94, 6.59, 0.84)
C (1.93, 6.91, 1.73)
C (1.03, 5.93, 2.13)
H (-0.94, 5.44, 0.64)
H (-2.51, 6.56, -0.87)
H (-3.91, 5.27, -2.43)
H (-4.66, 3.01, -3.30)
H (-4.47, 0.53, -3.10)
H (-2.94, -0.44, -1.45)
H (2.26, 3.29, 0.43)
H (3.87, 5.05, -0.32)
H (3.64, 7.35, 0.53)
H (1.83, 7.92, 2.11)
H (0.22, 6.14, 2.82)
N (0.46, 0.97, -1.40)
C (1.07, -0.11, -2.11)
C (2.45, -0.31, -2.02)
C (3.04, -1.31, -2.77)
C (2.25, -2.07, -3.61)
C (0.89, -1.92, -3.69)
C (0.29, -0.93, -2.92)
S (3.17, -3.30, -4.61)
O (3.99, -2.41, -5.42)
O (2.14, -4.02, -5.33)
O (3.86, -4.03, -3.57)
H (-0.16, 1.48, -2.03)
H (1.20, 1.62, -1.10)
H (3.04, 0.29, -1.35)
H (4.09, -1.52, -2.73)
H (0.32, -2.55, -4.35)
H (-0.78, -0.80, -2.93)

## Properties
Calculated total energy: -3827.2614 a.u.
2S+1: 2
Frontier orbital gap (alpha / beta): 3.9 / 4.9 eV
E_HOMO (alpha / beta): -7.71 / -7.71 eV

***

C37H32AsClOPSc | ωB97M-V/def2-TZVPD

Atoms and positions in Å:
Sc (0.52, 0.78, -1.60)
Cl (1.60, 1.13, -3.55)
C (-0.58, 1.92, -0.43)
O (-1.28, 2.57, 0.21)
P (-1.85, -0.62, -1.44)
C (-3.22, -1.19, -0.33)
C (-2.74, 0.57, -2.54)
C (-1.69, -2.07, -2.58)
C (-2.32, 0.75, -3.86)
C (-2.86, 1.78, -4.60)
C (-3.79, 2.65, -4.04)
C (-4.20, 2.49, -2.71)
C (-3.67, 1.45, -1.95)
H (-1.58, 0.08, -4.29)
H (-2.58, 1.88, -5.64)
H (-4.24, 3.44, -4.64)
H (-4.96, 3.15, -2.26)
H (-3.95, 1.30, -0.90)
C (-3.29, -0.72, 0.99)
C (-4.37, -1.08, 1.82)
C (-5.38, -1.92, 1.34)
C (-5.29, -2.42, 0.04)
C (-4.22, -2.07, -0.78)
H (-2.51, -0.07, 1.38)
H (-4.40, -0.67, 2.84)
H (-6.22, -2.17, 1.99)
H (-6.07, -3.05, -0.36)
H (-4.19, -2.47, -1.78)
C (-2.64, -2.33, -3.57)
C (-2.46, -3.38, -4.48)
C (-1.30, -4.16, -4.41)
C (-0.36, -3.91, -3.41)
C (-0.57, -2.91, -2.46)
H (-3.54, -1.71, -3.66)
H (-3.23, -3.58, -5.22)
H (-1.12, -4.96, -5.12)
H (0.55, -4.51, -3.32)
H (0.15, -2.77, -1.65)
H (0.62, -1.50, 1.75)
H (0.21, -0.88, 1.82)
C (3.61, -1.35, 5.60)
C (2.30, -0.88, 5.48)
C (1.86, -0.25, 4.30)
C (2.71, -0.11, 3.20)
C (4.03, -0.60, 3.31)
C (4.46, -1.21, 4.50)
As (1.83, 0.66, 1.49)
C (1.78, 2.53, 2.18)
C (0.56, 2.92, 2.75)
C (0.38, 4.23, 3.24)
C (1.42, 5.17, 3.05)
C (2.62, 4.80, 2.41)
C (2.80, 3.46, 1.99)
C (3.29, 0.11, 0.26)
C (4.14, 1.01, -0.37)
C (5.16, 0.52, -1.20)
C (5.27, -0.86, -1.43)
C (4.34, -1.75, -0.87)
C (3.35, -1.26, -0.02)
H (3.95, -1.82, 6.53)
H (1.61, -0.98, 6.32)
H (0.83, 0.13, 4.23)
H (4.71, -0.50, 2.47)
H (5.48, -1.59, 4.57)
H (-0.25, 2.20, 2.83)
H (-0.55, 4.48, 3.77)
H (1.27, 6.19, 3.43)
H (3.42, 5.55, 2.28)
H (3.72, 3.13, 1.53)
H (3.99, 2.07, -0.19)
H (5.88, 1.21, -1.64)
H (6.08, -1.25, -2.03)
H (4.40, -2.83, -1.06)
H (2.60, -1.92, 0.44)

## Properties
Calculated total energy: -5301.7840 a.u.
2S+1: 1
Charge: +2
Relative energy (zero: lowest compared OMol25 entry of this formula, charge and spin): 250.4 kJ/mol
Frontier orbital gap (alpha / beta): 5.3 / 5.3 eV
E_HOMO (alpha / beta): -13.88 / -13.88 eV

***

C37H32Cl2MnN4O9 | ωB97M-V/def2-TZVPD

Atoms and positions in Å:
Mn (0.25, 0.28, -0.97)
C (-3.66, -3.06, 0.55)
O (-4.28, -2.11, 1.42)
C (-3.74, -0.90, 1.68)
C (-4.57, -0.02, 2.35)
C (-4.14, 1.24, 2.75)
C (-2.84, 1.63, 2.50)
C (-1.99, 0.77, 1.80)
C (-0.60, 1.19, 1.72)
N (0.38, 0.85, 0.95)
N (1.54, 1.43, 1.49)
C (2.68, 1.16, 1.03)
O (2.99, 0.36, -0.03)
C (3.89, 1.72, 1.69)
C (5.15, 1.25, 1.36)
C (6.27, 1.77, 1.99)
C (6.13, 2.76, 2.95)
C (4.87, 3.23, 3.28)
C (3.75, 2.71, 2.65)
C (-2.44, -0.48, 1.37)
O (-1.57, -1.27, 0.67)
H (-3.43, -2.62, -0.42)
H (-4.39, -3.86, 0.45)
H (-2.74, -3.45, 1.00)
H (-5.58, -0.35, 2.56)
H (-4.82, 1.90, 3.27)
H (-2.47, 2.59, 2.83)
H (-0.32, 1.91, 2.49)
H (5.26, 0.48, 0.61)
H (7.26, 1.39, 1.74)
H (7.01, 3.16, 3.44)
H (4.76, 4.01, 4.02)
H (2.76, 3.07, 2.90)
O (-2.28, -0.93, -1.44)
C (-1.42, -0.71, -0.66)
O (0.27, -0.85, -2.88)
C (0.55, -1.87, -2.22)
C (0.69, -3.30, -2.65)
C (1.09, -3.99, -1.34)
C (1.09, -2.88, -0.28)
O (1.37, -3.01, 0.88)
N (0.74, -1.70, -0.91)
H (1.43, -3.39, -3.45)
H (-0.26, -3.65, -3.05)
H (2.08, -4.44, -1.37)
H (0.39, -4.77, -1.03)
C (1.68, 2.24, -2.73)
O (1.72, 1.67, -1.40)
C (2.24, 0.42, -1.18)
C (3.03, -0.24, -2.28)
H (2.70, 2.37, -3.08)
H (1.19, 3.20, -2.61)
H (1.10, 1.61, -3.39)
H (3.98, 0.30, -2.38)
H (2.51, -0.24, -3.22)
H (3.25, -1.26, -1.98)
Cl (-0.29, 2.54, -5.79)
C (-1.69, 1.68, -5.18)
C (-1.63, 0.30, -5.17)
C (-2.74, -0.44, -4.79)
C (-3.90, 0.22, -4.43)
C (-3.93, 1.60, -4.42)
Cl (-5.40, 2.40, -3.93)
C (-2.82, 2.39, -4.78)
N (-2.90, 3.78, -4.78)
C (-1.89, 4.61, -4.18)
C (-1.27, 5.55, -4.99)
C (-0.31, 6.41, -4.49)
C (0.04, 6.32, -3.14)
C (-0.59, 5.40, -2.33)
C (-1.57, 4.53, -2.82)
C (-2.27, 3.59, -1.87)
C (-1.25, 2.83, -1.02)
O (-0.84, 3.31, 0.02)
O (-0.91, 1.68, -1.53)
H (-0.72, -0.19, -5.47)
H (-2.69, -1.51, -4.76)
H (-4.78, -0.32, -4.12)
H (-3.83, 4.10, -4.57)
H (-1.54, 5.58, -6.04)
H (0.17, 7.13, -5.13)
H (0.78, 6.99, -2.73)
H (-0.34, 5.34, -1.27)
H (-2.90, 2.88, -2.39)
H (-2.88, 4.17, -1.17)

## Properties
Calculated total energy: -4396.6836 a.u.
2S+1: 2
Relative energy (zero: lowest compared OMol25 entry of this formula, charge and spin): 115.5 kJ/mol
Frontier orbital gap (alpha / beta): 7.8 / 7.7 eV
E_HOMO (alpha / beta): -8.17 / -8.17 eV

***

C37H32Cl6InN5O6S | ωB97M-V/def2-TZVPD

Atoms and positions in Å:
In (-0.77, 0.67, 0.50)
O (4.25, -2.46, 1.85)
C (4.76, -1.25, 1.69)
O (5.94, -1.06, 1.58)
C (3.79, -0.11, 1.65)
C (4.16, 1.22, 1.50)
Cl (5.71, 1.89, 1.44)
N (3.02, 1.97, 1.47)
N (1.94, 1.19, 1.62)
C (2.38, -0.05, 1.70)
C (1.35, -1.12, 1.86)
O (1.69, -2.27, 2.13)
O (0.13, -0.74, 1.76)
C (2.84, 3.38, 1.39)
C (3.67, 4.19, 0.63)
C (3.45, 5.56, 0.62)
C (2.41, 6.12, 1.34)
C (1.56, 5.30, 2.07)
C (1.78, 3.93, 2.10)
H (3.26, -2.44, 1.98)
H (4.47, 3.77, 0.05)
H (4.12, 6.19, 0.04)
H (2.25, 7.19, 1.32)
H (0.75, 5.73, 2.63)
H (1.14, 3.28, 2.67)
C (1.06, -6.83, 2.38)
C (0.60, -6.41, 1.01)
C (1.12, -7.07, -0.10)
C (0.78, -6.69, -1.39)
C (-0.07, -5.62, -1.57)
C (-0.61, -4.96, -0.48)
N (-1.45, -3.83, -0.72)
C (-2.73, -3.72, -0.23)
C (-3.54, -4.87, -0.17)
C (-4.82, -4.81, 0.33)
C (-5.34, -3.61, 0.80)
C (-4.57, -2.47, 0.75)
C (-3.27, -2.51, 0.23)
C (-2.46, -1.27, 0.30)
O (-1.53, -1.08, -0.56)
O (-2.67, -0.42, 1.20)
C (-0.29, -5.35, 0.83)
C (-0.88, -4.60, 2.00)
H (1.83, -7.60, 2.31)
H (0.23, -7.23, 2.98)
H (1.48, -5.98, 2.92)
H (1.80, -7.90, 0.05)
H (1.20, -7.21, -2.24)
H (-0.34, -5.28, -2.57)
H (-0.96, -2.95, -0.83)
H (-3.12, -5.81, -0.52)
H (-5.43, -5.71, 0.36)
H (-6.34, -3.57, 1.22)
H (-4.94, -1.53, 1.13)
H (-1.95, -4.78, 2.08)
H (-0.72, -3.53, 1.88)
H (-0.41, -4.90, 2.94)
Cl (-3.36, 1.35, -1.83)
C (-3.40, 2.32, -0.40)
C (-2.32, 2.28, 0.47)
C (-2.47, 2.86, 1.72)
Cl (-1.23, 2.52, 2.86)
C (-3.59, 3.60, 2.06)
Cl (-3.71, 4.35, 3.60)
C (-4.63, 3.71, 1.14)
Cl (-6.03, 4.62, 1.53)
C (-4.55, 3.06, -0.09)
Cl (-5.85, 3.15, -1.21)
C (-0.46, 5.50, -3.01)
C (-1.09, 4.11, -3.13)
N (-0.49, 3.16, -2.21)
C (0.53, 2.35, -2.45)
S (1.06, 1.20, -1.30)
N (1.18, 2.48, -3.61)
C (2.44, 1.81, -3.95)
C (3.64, 2.69, -3.62)
H (-0.97, 6.20, -3.67)
H (0.60, 5.48, -3.28)
H (-0.54, 5.86, -1.99)
H (-1.01, 3.73, -4.15)
H (-2.15, 4.17, -2.89)
H (-0.94, 3.04, -1.31)
H (0.96, 3.27, -4.18)
H (2.41, 1.58, -5.02)
H (2.48, 0.87, -3.41)
H (3.60, 3.62, -4.19)
H (4.56, 2.17, -3.86)
H (3.63, 2.93, -2.55)

## Properties
Calculated total energy: -5504.0119 a.u.
2S+1: 1
Relative energy (zero: lowest compared OMol25 entry of this formula, charge and spin): 111.9 kJ/mol
Frontier orbital gap: 7.4 eV
E_HOMO: -7.54 eV

***

C37H32IrN5O4PSSe | ωB97M-V/def2-TZVPD

Atoms and positions in Å:
Ir (1.53, -1.12, 1.54)
C (-2.08, -4.22, -4.68)
C (-1.69, -4.13, -3.24)
C (-0.66, -3.27, -2.84)
C (-0.31, -3.14, -1.51)
C (-0.99, -3.88, -0.56)
C (-2.00, -4.75, -0.92)
C (-2.34, -4.87, -2.26)
S (-0.54, -3.72, 1.15)
O (-1.66, -4.18, 1.92)
O (0.72, -4.39, 1.32)
N (-0.29, -2.15, 1.44)
C (-1.36, -1.31, 1.77)
C (-2.69, -1.47, 1.46)
C (-3.64, -0.52, 1.88)
C (-3.28, 0.58, 2.61)
C (-1.93, 0.78, 2.95)
C (-1.46, 1.88, 3.70)
C (-0.13, 2.01, 3.98)
C (0.76, 1.04, 3.48)
N (0.36, -0.01, 2.81)
C (-0.98, -0.16, 2.53)
H (-1.21, -4.22, -5.33)
H (-2.71, -3.38, -4.97)
H (-2.65, -5.14, -4.88)
H (-0.13, -2.69, -3.59)
H (0.49, -2.47, -1.22)
H (-2.52, -5.32, -0.16)
H (-3.14, -5.55, -2.55)
H (-3.02, -2.33, 0.89)
H (-4.68, -0.67, 1.61)
H (-4.02, 1.31, 2.92)
H (-2.17, 2.63, 4.04)
H (0.25, 2.85, 4.53)
H (1.83, 1.13, 3.63)
N (2.15, -2.58, 2.92)
C (3.24, -2.03, 3.74)
C (3.96, -0.85, 3.05)
O (5.05, -0.52, 3.48)
O (3.30, -0.24, 2.12)
H (1.38, -2.95, 3.47)
H (2.46, -3.36, 2.33)
H (3.98, -2.78, 4.01)
H (2.82, -1.63, 4.66)
N (1.21, 0.34, 0.17)
P (0.63, 1.56, -0.50)
C (0.53, 3.09, 0.52)
C (1.69, 3.39, 1.25)
C (1.75, 4.53, 2.03)
C (0.66, 5.38, 2.12)
C (-0.50, 5.08, 1.41)
C (-0.56, 3.95, 0.61)
C (-1.01, 1.46, -1.31)
C (-1.75, 0.31, -1.12)
C (-2.98, 0.14, -1.73)
C (-3.48, 1.13, -2.57)
C (-2.74, 2.28, -2.79)
C (-1.51, 2.45, -2.17)
C (1.65, 2.11, -1.92)
C (2.19, 3.38, -2.06)
C (3.02, 3.68, -3.15)
C (3.30, 2.71, -4.09)
C (2.76, 1.43, -3.95)
C (1.95, 1.14, -2.87)
H (2.52, 2.70, 1.20)
H (2.66, 4.75, 2.59)
H (0.70, 6.27, 2.73)
H (-1.36, 5.74, 1.48)
H (-1.47, 3.72, 0.07)
H (-1.33, -0.46, -0.49)
H (-3.54, -0.77, -1.57)
H (-4.44, 1.01, -3.05)
H (-3.11, 3.05, -3.46)
H (-0.92, 3.33, -2.37)
H (1.98, 4.15, -1.33)
H (3.44, 4.67, -3.25)
H (3.95, 2.94, -4.93)
H (3.00, 0.66, -4.68)
H (1.56, 0.14, -2.73)
Se (3.91, -4.43, -1.15)
C (3.07, -3.08, -0.34)
N (2.53, -2.17, 0.15)

## Properties
Calculated total energy: -5249.3895 a.u.
2S+1: 1
Charge: -1
Relative energy (zero: lowest compared OMol25 entry of this formula, charge and spin): 54.0 kJ/mol
Frontier orbital gap: 6.6 eV
E_HOMO: -4.58 eV